Record 1
258
Properties=species:S:1:pos:R:3 method="wB97M-V/def2-TZVPD" molar_mass_g_mol=1813.89 smiles="CN(C)P(=O)(N(C)C)N(C)C.CN(C)P(=O)(N(C)C)N(C)C.CN(C)P(=O)(N(C)C)N(C)C.CN(C)P(=O)(N(C)C)N(C)C.CN(C)P(=O)(N(C)C)N(C)C.CN(C)P(=O)(N(C)C)N(C)C.O=[N+]([O-])c1ccccc1.O=[N+]([O-])c1ccccc1.O=[N+]([O-])c1ccccc1.O=[N+]([O-])c1ccccc1.O=[N+]([O-])c1ccccc1.O=[N+]([O-])c1ccccc1" homo_energy_ev=-8.461 lumo_energy_ev=-0.6 gap_ev=7.90 fmax_ev_per_a=4.0 de_lowest_kcal_mol=0.0
P 10.68 23.53 13.22
P 13.93 17.86 11.34
P 11.60 20.09 22.32
P 14.83 19.34 17.62
P 20.31 21.04 18.51
P 13.48 13.91 19.80
O 12.23 26.06 20.52
O 14.74 20.82 17.73
O 22.72 22.24 13.94
O 21.69 16.43 23.42
O 20.13 20.96 19.98
O 10.93 18.98 21.57
O 15.45 11.39 12.67
O 21.22 23.49 13.12
O 13.38 15.11 20.58
O 14.95 17.70 12.40
O 18.34 25.74 11.43
O 17.76 24.08 12.64
O 20.43 14.41 18.93
O 12.30 27.87 19.31
O 21.83 17.59 21.67
O 16.33 11.86 10.75
O 18.95 15.99 19.01
O 10.48 23.32 11.76
N 12.29 13.69 18.67
N 12.13 21.55 21.62
N 18.22 25.19 12.50
N 12.49 17.22 11.87
N 21.48 17.47 22.81
N 12.84 19.50 23.23
N 13.65 19.42 10.87
N 9.31 24.33 13.77
N 12.62 26.69 19.56
N 11.98 24.51 13.67
N 15.45 18.99 16.15
N 13.61 12.58 20.79
N 14.20 16.99 9.94
N 10.45 20.68 23.35
N 21.68 22.41 13.37
N 18.92 21.16 17.59
N 21.14 22.45 18.15
N 14.82 13.59 18.82
N 19.65 15.13 19.51
N 10.92 22.20 14.17
N 13.41 18.53 17.75
N 16.23 12.01 11.93
N 15.74 18.72 18.84
N 21.10 19.77 17.72
C 11.24 22.21 20.66
C 13.51 24.60 18.50
C 18.62 25.97 13.71
C 20.35 18.54 18.16
C 12.45 19.86 10.24
C 12.59 18.67 18.95
C 14.84 15.60 10.13
C 11.97 12.37 18.13
C 16.30 17.85 16.03
C 18.40 15.50 22.99
C 21.37 22.82 16.75
C 13.71 18.43 22.74
C 13.50 21.94 21.40
C 20.32 19.62 22.79
C 19.25 27.36 16.02
C 10.38 20.98 13.55
C 22.53 19.66 17.94
C 20.66 18.51 23.51
C 16.91 13.30 13.93
C 16.08 13.53 19.58
C 10.60 21.91 24.08
C 12.03 17.48 13.17
C 19.29 28.04 14.75
C 12.78 17.82 16.64
C 11.13 14.59 18.62
C 19.49 19.18 25.48
C 18.45 15.02 12.30
C 19.69 21.43 12.21
C 16.99 13.15 12.54
C 8.19 24.67 12.93
C 9.00 24.35 15.21
C 17.82 13.93 11.75
C 19.04 27.30 13.59
C 20.32 18.30 24.83
C 19.19 19.10 12.60
C 18.77 20.67 16.26
C 14.33 17.64 8.68
C 18.77 26.07 16.10
C 11.91 25.92 13.48
C 13.11 12.71 22.13
C 15.54 17.38 19.35
C 18.57 15.65 21.65
C 11.50 16.46 11.16
C 14.28 23.97 17.46
C 18.31 15.24 13.68
C 14.10 26.76 17.59
C 19.58 20.58 23.53
C 19.12 14.53 23.63
C 14.49 20.54 11.44
C 14.88 24.74 16.52
C 19.13 20.39 24.85
C 18.47 25.39 14.94
C 16.85 19.45 19.48
C 13.26 24.03 13.27
C 17.95 22.30 17.82
C 14.97 14.07 17.46
C 13.41 25.96 18.50
C 20.28 13.92 21.64
C 20.35 18.97 13.27
C 17.55 14.38 14.49
C 9.32 19.90 23.69
C 14.78 26.11 16.59
C 20.85 21.25 13.00
C 15.22 19.81 15.01
C 13.95 11.26 20.50
C 20.05 13.74 22.99
C 19.52 14.86 21.01
C 18.85 20.34 12.02
C 21.59 23.37 19.16
C 21.19 20.04 13.58
C 13.37 20.23 24.37
C 11.61 21.94 15.38
H 17.24 18.07 15.49
H 16.61 17.46 16.95
H 11.23 20.27 13.42
H 18.06 16.46 21.17
H 15.21 17.46 20.42
H 14.00 14.02 16.98
H 21.40 23.07 20.17
H 14.45 22.89 17.52
H 19.20 21.51 23.06
H 16.77 12.85 19.08
H 8.93 25.35 15.56
H 14.52 21.29 10.66
H 11.03 12.44 17.63
H 16.54 16.86 19.23
H 13.41 24.06 12.19
H 16.70 20.47 19.26
H 9.47 19.54 24.71
H 16.92 19.30 20.56
H 16.49 14.56 19.68
H 18.02 13.69 10.75
H 10.93 21.51 16.11
H 14.76 16.94 18.79
H 11.34 15.51 11.65
H 11.09 17.96 13.16
H 11.26 23.27 20.70
H 19.44 19.76 16.27
H 11.22 22.69 23.61
H 14.67 18.75 22.31
H 15.80 13.20 20.62
H 18.07 24.37 14.85
H 15.24 26.75 15.92
H 10.94 21.82 25.11
H 16.31 12.58 14.41
H 20.77 18.12 19.08
H 17.84 16.27 23.60
H 15.95 19.60 14.24
H 15.91 17.10 15.40
H 14.05 24.46 13.90
H 13.38 17.94 15.76
H 11.43 15.57 18.96
H 13.25 17.88 21.96
H 17.80 20.36 15.92
H 14.28 19.47 14.54
H 15.28 20.85 15.22
H 22.68 23.49 19.08
H 13.90 21.85 20.44
H 19.15 18.96 26.55
H 21.06 24.33 19.03
H 19.12 21.44 15.47
H 11.69 20.37 10.89
H 15.85 15.62 9.74
H 14.37 11.16 19.52
H 20.37 17.68 17.40
H 13.39 22.98 13.56
H 11.82 18.27 16.44
H 22.92 19.02 17.19
H 9.65 22.39 24.28
H 9.89 23.91 15.75
H 16.98 21.99 17.51
H 17.80 19.14 19.10
H 18.47 21.07 25.35
H 22.98 20.65 17.90
H 7.88 25.75 13.06
H 12.71 16.71 16.89
H 8.13 23.64 15.45
H 20.57 19.75 21.73
H 15.22 15.13 17.33
H 10.71 14.67 17.60
H 13.12 10.55 20.45
H 14.17 19.63 24.77
H 13.85 17.71 23.59
H 18.49 18.25 12.44
H 12.94 24.08 19.25
H 20.70 18.01 13.61
H 19.13 27.78 12.63
H 12.72 12.07 17.34
H 13.70 23.01 21.59
H 12.09 22.80 15.84
H 15.67 13.41 16.91
H 19.34 29.13 14.69
H 11.72 19.26 18.77
H 20.93 13.32 21.04
H 9.30 19.02 23.03
H 12.55 21.32 15.24
H 10.08 21.17 12.47
H 19.26 18.74 18.28
H 13.96 20.97 12.32
H 19.17 15.56 11.74
H 10.18 21.92 20.74
H 19.05 14.43 24.69
H 19.45 27.94 16.96
H 11.45 22.07 19.65
H 14.23 14.84 9.57
H 10.49 16.96 11.24
H 8.35 20.35 23.73
H 22.15 19.88 13.95
H 14.66 10.87 21.29
H 12.70 20.66 9.52
H 22.84 19.23 18.94
H 18.13 20.33 11.23
H 14.82 15.36 11.23
H 12.82 26.37 13.90
H 11.68 16.22 10.06
H 12.74 13.75 22.33
H 13.57 18.43 8.58
H 18.29 23.23 17.33
H 13.19 19.05 19.74
H 12.28 12.03 22.27
H 11.92 16.53 13.80
H 8.41 24.56 11.86
H 13.99 27.84 17.53
H 21.59 21.95 16.15
H 11.92 19.12 9.56
H 9.60 20.48 14.14
H 12.18 17.68 19.29
H 18.85 16.09 14.17
H 17.48 14.49 15.56
H 12.64 18.15 13.86
H 20.58 23.44 16.25
H 13.79 21.22 24.10
H 17.85 22.58 18.83
H 15.43 24.12 15.76
H 22.25 23.52 16.73
H 7.30 24.08 13.23
H 14.19 21.45 22.06
H 19.51 22.42 11.84
H 15.43 20.14 11.72
H 14.24 16.95 7.85
H 18.65 25.71 17.15
H 20.65 13.01 23.54
H 15.36 18.04 8.57
H 12.55 20.38 25.10
H 13.90 12.39 22.82
H 11.00 26.36 13.98
H 11.97 11.58 18.91
H 10.34 14.23 19.32
H 11.95 26.16 12.43
H 20.70 17.37 25.32



Record 2
87
Properties=species:S:1:pos:R:3 method="wB97M-V/def2-TZVPD" molar_mass_g_mol=941.76 homo_energy_ev="-15.067 / -15.596" lumo_energy_ev="-7.1 / -9.8" gap_ev="8.00 / 5.83" charge=+3 fmax_ev_per_a=0.2 de_lowest_kcal_mol=0.0 multiplicity=5
Ir -0.11 -0.78 0.16
Te -1.50 0.53 1.98
S 1.68 -1.86 3.32
S -1.80 0.80 -3.87
S 3.10 -0.14 -0.45
O 0.35 -1.87 2.56
O 2.02 -0.87 0.41
N -0.93 -2.96 0.42
N -2.05 -5.59 -0.09
N -0.63 -0.29 -1.87
C -0.92 3.79 2.10
C -1.48 0.65 -2.21
C 5.33 2.43 1.77
C 0.73 -1.95 -5.43
C 0.77 3.10 -1.03
C 1.47 2.08 -0.40
C 1.28 -2.49 4.94
C -2.78 4.44 0.59
C 4.42 1.97 0.84
C -2.36 -3.14 0.20
C -0.58 -5.42 0.17
C 4.86 -0.31 1.56
C -0.24 -0.97 -5.43
C 0.88 -1.91 -3.01
C 4.18 0.60 0.75
C -0.15 -4.02 -0.25
C 2.26 1.24 -1.17
C 1.67 2.41 -3.17
C -4.30 2.88 -0.39
C 1.29 -2.41 -4.23
C -2.49 2.10 0.99
C 2.37 1.38 -2.55
C -2.07 3.42 1.21
C 5.76 0.17 2.50
C -3.89 4.20 -0.21
C 0.87 3.26 -2.41
C -3.62 1.82 0.21
C 1.94 -0.15 3.78
C -2.86 -4.52 0.61
C -4.65 5.34 -0.83
C -0.12 -0.93 -3.00
C 5.99 1.54 2.60
C -4.16 0.42 0.04
C -0.66 -0.46 -4.20
H -4.72 0.11 0.92
H -2.74 -4.69 1.68
H 2.83 -0.10 4.41
H 3.92 2.67 0.18
H -3.91 -4.67 0.35
H 0.33 4.07 -2.90
H -0.31 4.58 1.66
H 2.12 0.41 2.86
H -2.92 -2.40 0.77
H 4.69 -1.37 1.46
H 2.08 -3.15 -4.26
H -2.46 5.47 0.75
H 2.16 -2.38 5.58
H -0.26 -3.89 -1.33
H -1.96 1.29 -1.49
H 1.34 -2.23 -2.08
H 1.07 0.22 4.31
H 6.71 1.90 3.32
H -0.70 -2.96 1.42
H -2.24 -5.56 -1.09
H -5.35 4.99 -1.59
H 1.43 1.97 0.68
H -4.83 0.36 -0.82
H -0.05 -6.18 -0.39
H 0.43 -1.95 5.35
H 6.30 -0.52 3.12
H -2.36 -6.51 0.23
H -5.18 2.67 -0.99
H 5.53 3.49 1.84
H -1.28 4.16 3.06
H -3.35 -0.30 -0.12
H -3.98 6.06 -1.28
H 1.08 -2.35 -6.37
H 1.05 -3.55 4.83
H -0.43 -5.59 1.23
H -2.57 -2.97 -0.86
H 0.91 -3.89 -0.01
H 0.15 3.77 -0.45
H -0.66 -0.61 -6.36
H 2.98 0.71 -3.13
H 1.75 2.55 -4.24
H -5.23 5.86 -0.06
H -0.25 2.95 2.31